1.
DFT (wB97M-V/def2-TZVPD) results for one molecule with the formula C5H11NO.

Values from the calculation:
Electronic energy (Eh): -327.05242
HOMO-LUMO gap (eV): 10.16
Max |F| (Eh/bohr): 0.071
LUMO (eV): 0.899

Each line ends with the Mulliken charge.
Geometry (Å):
1 C -1.7626 0.2857 -0.9679  -1.0288
2 C -1.4842 -0.4566 0.3250  -0.3985
3 N -0.0376 -0.4674 0.5176  0.0480
4 C 0.4357 0.2125 1.7089  -1.1327
5 C 0.6548 -0.4297 -0.6864  0.6879
6 O 0.2326 -1.0305 -1.6649  -0.6282
7 C 2.0469 0.1380 -0.7303  -1.3268
8 H -2.8689 0.4223 -1.0250  0.3469
9 H -1.4721 -0.1457 -1.9064  0.3076
10 H -0.7642 0.9845 -0.9520  0.2859
11 H -1.9341 -1.4518 0.3938  0.3175
12 H -1.9308 0.1448 1.1340  0.3696
13 H -0.1304 -0.1470 2.5755  0.3902
14 H 1.4863 -0.0210 1.8864  0.3875
15 H 0.3134 1.3064 1.6565  0.3513
16 H 2.3061 0.3775 -1.7645  0.3386
17 H 2.6549 -0.7141 -0.4162  0.3230
18 H 2.2542 0.9921 -0.0839  0.3610


2.
DFT (wB97M-V/def2-TZVPD) results for one molecule with the formula C5H11NO.

Values from the calculation:
Electronic energy (Eh): -327.02435
HOMO-LUMO gap (eV): 10.33
Max |F| (Eh/bohr): 0.050
LUMO (eV): 0.952

Each line ends with the Mulliken charge.
Geometry (Å):
1 C 1.3439 0.2927 0.8713  -0.0853
2 O 2.5449 0.8105 1.4092  -0.5416
3 C 0.7736 1.2506 -0.1705  -0.7429
4 C -0.5764 0.8624 -0.7935  -0.6765
5 C -1.5083 -0.2278 -0.0915  -0.4428
6 C -0.9682 -2.4625 -0.5175  -0.2536
7 N -1.6583 -1.4491 -0.8476  -0.5183
8 H 1.5476 -0.6719 0.3971  0.0979
9 H 0.5789 0.1941 1.6387  0.2373
10 H 2.8557 1.5663 0.9105  0.3262
11 H 0.6284 2.2195 0.3135  0.4228
12 H 1.4323 1.4354 -1.0246  0.3497
13 H -1.2240 1.7333 -0.7116  0.2341
14 H -0.6108 0.4359 -1.7944  0.4381
15 H -1.1573 -0.3940 0.9369  0.3260
16 H -2.4586 0.2465 0.1491  0.3338
17 H -0.0454 -2.4529 0.0669  0.2241
18 H -1.4982 -3.3890 -0.7421  0.2708


3.
DFT (wB97M-V/def2-TZVPD) results for a 2-piece molecular cluster, C5H11NO overall.

Values from the calculation:
Electronic energy (Eh): -327.03477
HOMO-LUMO gap (eV): 9.35
Max |F| (Eh/bohr): 0.038
LUMO (eV): 0.748

Each line ends with the Mulliken charge.
Geometry (Å):
1 N 1.3195 -0.2121 -1.7850  -0.6622
2 C 0.7069 -0.7888 -0.5575  -0.2743
3 C -0.5423 2.9011 1.9270  -0.7326
4 C -1.1458 1.7183 1.8032  -0.2112
5 C -0.4711 0.4535 1.3863  -0.2928
6 C 0.1902 0.3966 0.2284  -0.4333
7 H 2.0486 0.4199 -1.4894  0.2284
8 H 1.7777 -0.9498 -2.3160  0.2270
9 H 1.5066 -1.2021 0.0754  0.2219
10 H -0.0512 -1.5239 -0.7965  0.3629
11 H -1.1401 3.7715 2.1730  0.2578
12 H 0.5132 3.0494 1.7344  0.2971
13 H -2.0973 1.6191 2.3179  0.3085
14 H -0.8905 -0.3723 1.9513  0.3353
15 H 0.3496 1.3387 -0.2882  0.3808
16 H 0.0085 -3.6773 -2.3949  0.3122
17 H -1.4018 -3.2713 -2.2255  0.3232
18 O -0.6806 -3.6706 -1.7438  -0.6485


4.
DFT (wB97M-V/def2-TZVPD) results for one molecule with the formula C5H11NO.

Values from the calculation:
Electronic energy (Eh): -327.02878
HOMO-LUMO gap (eV): 9.23
Max |F| (Eh/bohr): 0.100
LUMO (eV): 1.021

Each line ends with the Mulliken charge.
Geometry (Å):
1 N -0.9246 0.7687 0.2522  -0.3459
2 C -0.0399 1.9414 -0.0812  -0.6113
3 C 1.3976 1.2837 -0.0393  -0.6488
4 C 1.0839 -0.1682 -0.4597  -0.4710
5 C -0.1416 -0.4796 0.3858  -0.1280
6 C -1.0326 -1.7301 -0.1334  -0.6092
7 O -0.2386 -2.9426 -0.0657  -0.4828
8 H -1.6978 0.8916 0.8413  0.2287
9 H -0.4178 2.4794 -1.0378  0.2386
10 H -0.2052 2.7149 0.6421  0.3354
11 H 2.0819 2.0404 -0.3947  0.3461
12 H 1.5249 1.2467 0.9796  0.3071
13 H 1.9927 -0.8278 -0.4337  0.3217
14 H 0.6399 -0.2071 -1.4954  0.2595
15 H 0.0812 -0.4585 1.4217  0.3613
16 H -1.2901 -1.4326 -1.1369  0.3001
17 H -1.8359 -1.5933 0.7333  0.2657
18 H -0.9781 -3.5269 0.0218  0.3327


5.
DFT (wB97M-V/def2-TZVPD) results for one molecule with the formula C5H11NO.

Values from the calculation:
Electronic energy (Eh): -327.11454
HOMO-LUMO gap (eV): 10.03
Max |F| (Eh/bohr): 0.006
LUMO (eV): 0.877

Each line ends with the Mulliken charge.
Geometry (Å):
1 C 0.6469 -0.4070 -2.1828  -1.1459
2 C 0.8072 -0.9956 -0.7839  -0.4857
3 N 0.0270 -0.2960 0.2365  0.1026
4 C -0.8829 -1.0667 1.0595  -1.1753
5 C 0.3486 1.0063 0.5037  0.7321
6 O 1.3362 1.5322 0.0099  -0.6389
7 C -0.6082 1.8039 1.3807  -1.1706
8 H 1.2103 -1.0100 -2.9035  0.3527
9 H 1.0315 0.6146 -2.2146  0.3209
10 H -0.4076 -0.4040 -2.4812  0.2877
11 H 1.8619 -0.9807 -0.4879  0.2724
12 H 0.4622 -2.0356 -0.7918  0.4427
13 H -0.4838 -2.0756 1.1923  0.3968
14 H -0.9612 -0.6401 2.0604  0.4578
15 H -1.8884 -1.1431 0.6269  0.2710
16 H -0.6910 2.7969 0.9324  0.3371
17 H -0.2025 1.9367 2.3899  0.2650
18 H -1.6061 1.3639 1.4536  0.3778


6.
DFT (wB97M-V/def2-TZVPD) results for one molecule with the formula C5H11NO.

Values from the calculation:
Electronic energy (Eh): -326.94186
HOMO-LUMO gap (eV): 9.54
Max |F| (Eh/bohr): 0.113
LUMO (eV): 0.966

Each line ends with the Mulliken charge.
Geometry (Å):
1 C 0.0055 0.2889 -0.5956  -0.4375
2 C -0.7764 -1.3829 1.1352  -1.0904
3 C 1.7828 -1.5233 0.3970  -1.5239
4 C -0.9922 2.2400 -1.4086  -1.0756
5 C 0.5618 -0.7442 0.8339  0.4466
6 N -0.7431 1.2855 -0.3445  0.4973
7 O -1.3128 1.6085 0.7233  -0.6744
8 H 0.4771 -0.0375 -1.5903  0.2640
9 H -1.4182 -0.6500 1.6502  0.3016
10 H -0.6714 -2.1953 1.7722  0.4522
11 H -1.2876 -1.7467 0.0968  0.2146
12 H 1.6270 -2.3462 -0.2346  0.3786
13 H 2.4601 -0.8415 -0.0594  0.4199
14 H 2.3478 -1.8275 1.3413  0.3355
15 H -1.2224 1.9431 -2.4082  0.3526
16 H -0.1277 2.9063 -1.5807  0.3623
17 H -1.6476 2.9324 -1.0885  0.4002
18 H 0.9374 0.0905 1.3605  0.3763


7.
DFT (wB97M-V/def2-TZVPD) results for a 2-piece molecular cluster, C5H11NO overall.

Values from the calculation:
Electronic energy (Eh): -327.06578
HOMO-LUMO gap (eV): 10.32
Max |F| (Eh/bohr): 0.011
LUMO (eV): 1.018

Each line ends with the Mulliken charge.
Geometry (Å):
1 C 2.8618 -0.4883 -0.5863  -0.2932
2 N 1.7980 -0.1911 -1.2064  -0.3738
3 C 0.3594 0.6540 0.7678  -0.1519
4 O 0.8468 0.0319 1.6864  -0.5476
5 C -0.8640 0.2384 -0.0141  0.7796
6 C -1.1930 -1.2387 0.1490  -1.3913
7 C -2.0040 1.1504 0.4403  -1.4915
8 H 0.7722 1.6436 0.4781  0.4119
9 H 3.8134 -0.7336 -1.0650  0.2609
10 H 2.8474 -0.4766 0.5054  0.2275
11 H 1.9268 -0.2252 -2.2175  0.2005
12 H -0.6373 0.4516 -1.0637  0.2316
13 H -1.3757 -1.4774 1.2009  0.3070
14 H -0.3691 -1.8703 -0.2010  0.3185
15 H -2.0924 -1.4905 -0.4251  0.3991
16 H -2.9029 0.9616 -0.1535  0.3957
17 H -2.2329 0.9652 1.4954  0.3429
18 H -1.7306 2.2066 0.3281  0.3740


8.
DFT (wB97M-V/def2-TZVPD) results for a 2-piece molecular cluster, C5H11NO overall.

Values from the calculation:
Electronic energy (Eh): -326.95429
HOMO-LUMO gap (spin up / spin down) (eV): 8.20 / 8.20
Max |F| (Eh/bohr): 0.008
LUMO (spin up / spin down) (eV): 0.779 / 0.778

Each line ends with the Mulliken charge.
Geometry (Å):
1 C -2.0650 0.7445 -1.6494  -0.8560
2 C -1.0812 -1.0012 1.0753  -0.5308
3 N -0.1183 -0.1798 0.8003  0.0599
4 C 0.5593 0.9982 1.3359  -0.4902
5 C 0.9040 0.2855 0.0870  0.2297
6 C 2.1016 -0.4231 -0.4319  -0.6597
7 O 2.9409 -0.9779 0.5768  -0.5188
8 H -2.6650 1.1071 -0.8101  0.2255
9 H -2.4217 -0.2455 -1.9470  0.2443
10 H -2.1609 1.4324 -2.4931  0.3342
11 H -1.7778 -0.7535 1.8656  0.2708
12 H -1.2223 -1.8711 0.4446  0.2824
13 H 0.0018 1.9368 1.2929  0.2219
14 H 1.0833 0.8140 2.2807  0.2555
15 H -1.0142 0.6884 -1.3467  0.0548
16 H 1.7771 -1.1914 -1.1502  0.2427
17 H 2.7315 0.2828 -0.9783  0.3242
18 H 2.4271 -1.6461 1.0476  0.3095


9.
DFT (wB97M-V/def2-TZVPD) results for a 2-piece molecular cluster, C5H11NO overall.

Values from the calculation:
Electronic energy (Eh): -327.04144
HOMO-LUMO gap (eV): 8.42
Max |F| (Eh/bohr): 0.029
LUMO (eV): 0.845

Each line ends with the Mulliken charge.
Geometry (Å):
1 C 1.5386 -2.3093 -0.3902  -0.9090
2 N 2.1789 -1.0586 -0.0696  -0.2360
3 C 1.5969 0.1374 -0.4205  -0.1045
4 C 0.2845 0.4065 -0.5126  -0.5590
5 C -0.7729 -0.1648 0.3197  0.1678
6 C -2.0684 0.0964 0.1722  -0.9235
7 H 1.0776 -2.8052 0.4641  0.2340
8 H 2.2869 -2.9724 -0.8121  0.3382
9 H 0.7732 -2.1652 -1.1515  0.3606
10 H 3.1763 -0.9494 -0.0658  0.2773
11 H 2.2939 0.9125 -0.7270  0.3159
12 H -0.0409 1.2112 -1.1669  0.2461
13 H -0.3986 -0.9003 1.0284  0.2609
14 H -2.8479 -0.2368 0.8415  0.2291
15 H -2.4091 0.7876 -0.5883  0.3094
16 H -2.8141 3.6276 0.6348  0.3180
17 H -1.6006 2.8868 1.0360  0.3255
18 O -2.2544 3.4961 1.4077  -0.6508


10.
DFT (wB97M-V/def2-TZVPD) results for one molecule with the formula C5H11NO.

Values from the calculation:
Electronic energy (Eh): -327.10795
HOMO-LUMO gap (eV): 10.64
Max |F| (Eh/bohr): 0.064
LUMO (eV): 0.887

Each line ends with the Mulliken charge.
Geometry (Å):
1 C 0.4044 -0.9236 -0.1401  -0.9078
2 C -0.6853 0.1001 0.0600  0.8847
3 C -0.6877 1.2636 -0.9963  -1.3516
4 C -2.0751 -0.3871 0.4767  -1.5892
5 C 1.7947 -0.3342 -0.2190  0.4824
6 N 2.5409 -0.2842 0.9235  -0.4622
7 O 2.1704 0.2578 -1.2172  -0.5835
8 H 0.3611 -1.7179 0.6364  0.3723
9 H 0.2494 -1.5659 -1.0128  0.3772
10 H -0.3455 0.5958 0.9928  0.0976
11 H -0.5661 0.7467 -1.9469  0.3156
12 H -1.6091 1.8191 -0.8473  0.4259
13 H 0.1208 1.9703 -0.8253  0.3135
14 H -1.9192 -1.2067 1.1726  0.3777
15 H -2.5625 -0.7775 -0.4235  0.3620
16 H -2.6979 0.3826 0.9207  0.3793
17 H 3.4009 0.1517 0.6360  0.2608
18 H 2.1059 -0.0905 1.8097  0.2453


11.
DFT (wB97M-V/def2-TZVPD) results for one molecule with the formula C5H11NO.

Values from the calculation:
Electronic energy (Eh): -327.10160
HOMO-LUMO gap (eV): 10.58
Max |F| (Eh/bohr): 0.078
LUMO (eV): 0.844

Each line ends with the Mulliken charge.
Geometry (Å):
1 C 0.5123 0.1726 0.9120  -0.3714
2 C -0.6428 -0.0876 -0.0257  0.5866
3 C -0.5165 0.9707 -1.2402  -1.2673
4 C -2.0653 -0.0742 0.5361  -1.3788
5 C 1.9228 -0.0765 0.4005  0.3296
6 N 2.0524 -1.1831 -0.3857  -0.2900
7 O 2.8504 0.5643 0.8750  -0.6186
8 H 0.4318 -0.4383 1.8806  0.2756
9 H 0.5974 1.2468 1.2932  0.2143
10 H -0.6935 -1.0914 -0.6577  0.1140
11 H -0.8489 1.9649 -0.7685  0.3083
12 H -1.1107 0.6309 -2.0876  0.3508
13 H 0.4834 1.0955 -1.5876  0.3594
14 H -2.0170 -0.6900 1.4932  0.3258
15 H -2.4670 0.9393 0.6775  0.2958
16 H -2.7348 -0.6126 -0.1643  0.3622
17 H 2.9185 -1.4837 -0.7178  0.2032
18 H 1.3276 -1.8476 -0.4331  0.2006


12.
DFT (wB97M-V/def2-TZVPD) results for a 2-piece molecular cluster, C5H11NO overall.

Values from the calculation:
Electronic energy (Eh): -327.05455
HOMO-LUMO gap (eV): 8.90
Max |F| (Eh/bohr): 0.047
LUMO (eV): 0.843

Each line ends with the Mulliken charge.
Geometry (Å):
1 N 0.8730 -0.6035 1.7942  -0.4513
2 C 0.1559 0.3634 1.0565  0.7060
3 C 0.3244 0.5347 -0.2663  -0.2990
4 C 1.1486 -0.3011 -1.1194  -0.0709
5 C 1.4257 -0.0638 -2.3984  -1.0048
6 C -0.7144 1.2515 1.8823  -1.1814
7 H 1.3507 -0.2238 2.5893  0.2264
8 H 1.1824 -1.2968 1.1387  0.1861
9 H -0.3634 1.2277 -0.7452  0.3221
10 H 1.7868 -1.0669 -0.6794  0.0973
11 H 2.2436 -0.4033 -3.0264  0.2724
12 H 0.9309 0.7505 -2.9304  0.2280
13 H -0.2362 1.6694 2.7661  0.3725
14 H -1.6533 0.7807 2.1833  0.2849
15 H -0.9970 2.1002 1.2611  0.3044
16 H -1.7694 -1.1552 -0.4664  0.3311
17 H -2.6740 -0.1150 -1.0530  0.3186
18 O -2.4976 -1.0594 -1.0894  -0.6424


> Which of these has the lowest electronic energy?

number 5


> Which of these has the highest max |F|?

number 6